1.
{"formula": "C5H10O2", "method": "wB97M-V/def2-TZVPD", "smiles": "C=C/C(O)=C/C.O", "homo_lumo_gap_ev": 8.97, "e_lumo_ev": 0.568, "elements": ["C", "C", "C", "O", "C", "C", "H", "H", "H", "H", "H", "H", "H", "H", "O", "H", "H"], "coordinates": [[1.42875, 2.11278, -0.01681], [0.64798, 1.42914, -0.85456], [-0.35206, 0.40773, -0.45294], [-0.49903, -0.61623, -1.36209], [-1.05087, 0.43817, 0.68053], [-2.05230, -0.61768, 1.04668], [1.20272, 2.01644, 1.02731], [2.16427, 2.74459, -0.49355], [0.83186, 1.46425, -1.92378], [0.35227, -1.09628, -1.36482], [-0.78600, 1.17065, 1.43403], [-2.15427, -1.32714, 0.23214], [-1.73946, -1.18794, 1.91949], [-3.01744, -0.16344, 1.26600], [1.74623, -2.13556, -0.74303], [1.83504, -1.62900, 0.07401], [1.44229, -3.01046, -0.46858]], "forces_ev_per_angstrom": [[-0.9, -0.4, -1.3], [0.3, -0.7, 0.2], [0.2, 0.4, 0.1], [-0.1, 0.1, -0.1], [0.2, -0.6, 0.1], [0.2, 0.1, -0.1], [0.6, 0.3, 0.5], [0.2, 0.3, 0.7], [-0.1, 0.1, 0.0], [-0.2, -0.1, -0.2], [-0.3, 0.3, -0.2], [-0.2, 0.0, -0.1], [0.0, 0.1, 0.2], [-0.1, -0.1, 0.0], [0.0, -0.1, 0.1], [0.1, -0.1, 0.0], [0.0, 0.2, 0.0]], "lowdin_charge": [0.02, -0.12, -0.38, -0.01, -0.10, -0.09, 0.05, 0.06, 0.11, 0.06, 0.10, 0.07, 0.07, 0.07, -0.03, 0.06, 0.07]}

***

2.
{"formula": "C5H6KNO3", "method": "wB97M-V/def2-TZVPD", "homo_lumo_gap_ev": 6.77, "e_lumo_ev": -0.821, "elements": ["K", "O", "C", "O", "O", "H", "N", "C", "C", "C", "C", "H", "H", "H", "H", "H"], "coordinates": [[0.73833, -2.48873, 0.45005], [2.29679, -0.41399, -1.13312], [3.00105, -1.32491, -1.82679], [2.77283, -2.55578, -1.65007], [3.91403, -0.88371, -2.56968], [2.79769, 0.34266, -1.53929], [-1.42421, 1.19066, 1.84124], [-1.16602, -0.15090, 1.58591], [-1.46810, -0.31790, 0.25541], [-1.69519, 0.94743, -0.33056], [-1.76229, 1.84938, 0.70235], [-1.37840, 1.59857, 2.75798], [-1.05064, -0.82704, 2.41757], [-1.61697, -1.16575, -0.39995], [-2.04726, 1.28414, -1.29290], [-1.91165, 2.91586, 0.73184]], "forces_ev_per_angstrom": [[0.8, 0.3, -0.8], [-0.2, 1.7, 0.1], [3.0, -3.2, -1.9], [-1.4, 0.6, 1.1], [-1.1, 0.6, 0.6], [-0.9, 0.0, 0.8], [0.5, -0.6, 0.5], [-1.3, 0.9, -0.1], [0.3, -0.2, -1.3], [-1.3, 1.3, 0.7], [0.9, -0.2, 0.3], [0.1, 0.1, 0.0], [0.1, -0.1, -0.1], [0.4, -0.5, 0.5], [0.3, -0.7, -0.3], [-0.1, 0.0, -0.1]], "lowdin_charge": [0.91, -0.01, -0.89, -0.13, -0.04, 0.12, 0.01, -0.16, -0.17, -0.09, -0.12, 0.15, 0.10, 0.09, 0.10, 0.12]}

***

The records above give, respectively, electronic energy values of -9440.803 -29240.106 eV.
The records above give, respectively, relative energy (zero: lowest compared OMol25 entry of this formula, charge and spin) values of 51.7 27.7 kcal per mole.